Entry from the Open Molecules 2025 dataset: a 2-piece molecular cluster, C6H14 overall (the ωB97M-V functional and the def2-TZVPD basis).

SMILES ... C=C(C)C(C)C.[H][H]
Orbital gap ... 10.407 eV
2S+1 ... 1
Maximum force ... 0.22 eV/Å
Net charge ... 0
Calculated total energy ... -6447.8233 eV
ΔE to the lowest compared entry with this formula, charge and spin ... 36.6 kcal per mole

Geometry as XYZ:
```
20
C6H14, DFT the ωB97M-V functional and the def2-TZVPD basis
C -0.090 0.205 1.781
C 0.104 -0.716 0.570
C 1.146 -0.340 -1.650
C -1.030 -1.744 0.488
C -0.782 1.100 -1.064
C 0.220 0.017 -0.758
H 1.861 -1.133 -1.441
H 1.945 1.840 -0.379
H 0.708 0.952 1.862
H -1.779 0.676 -1.240
H -0.493 1.661 -1.957
H 1.958 2.461 0.032
H -0.876 1.813 -0.237
H -0.090 -0.388 2.703
H -1.075 -2.352 1.398
H -0.880 -2.410 -0.369
H 1.217 0.141 -2.623
H -1.049 0.735 1.737
H -2.000 -1.247 0.367
H 1.045 -1.262 0.716
```

Entry from the Open Molecules 2025 dataset: a 8-piece molecular cluster, C27H63F3N7O13P2S overall (the ωB97M-V functional and the def2-TZVPD basis).

Orbital gap ... 5.262 eV
2S+1 ... 1
Maximum force ... 4.94 eV/Å
Net charge ... -1
Calculated total energy ... -103630.5473 eV

Geometry as XYZ:
```
116
C27H63F3N7O13P2S, DFT the ωB97M-V functional and the def2-TZVPD basis
S -0.307 7.964 0.835
P 0.629 6.348 1.508
P -1.053 3.915 4.466
F 3.177 5.668 5.820
F 2.806 7.350 4.170
F 3.498 5.035 3.531
O 0.040 -4.455 1.138
O -0.903 -3.874 -2.638
O 4.669 -6.755 -1.111
O 0.713 4.069 4.534
O 3.983 3.503 0.801
O 2.331 6.655 1.301
O 0.185 5.058 0.425
O -3.450 -2.557 -6.436
O -2.473 0.288 -0.059
O 0.629 6.269 5.669
O -2.181 3.920 1.969
O -5.545 4.982 3.027
O -1.242 5.432 3.587
N -5.239 7.002 1.939
N -0.493 -0.808 -0.545
N 5.382 1.973 1.830
N 1.954 -5.609 1.738
N 5.370 -6.282 -3.266
N -3.176 -4.296 -2.517
N -2.943 -4.494 -7.598
C -3.535 -3.002 -3.059
C -2.782 3.107 0.899
C -2.460 -5.181 -6.418
C -3.406 -3.201 -7.476
C 0.212 0.418 -0.856
C -4.805 7.685 3.140
C 1.090 -5.011 0.845
C 1.625 -5.599 3.149
C 0.215 -2.067 -0.645
C 1.075 5.521 4.446
C 4.019 -6.212 -3.784
C -5.304 7.744 0.697
C -1.157 3.133 2.726
C 0.056 6.127 3.315
C 4.986 2.373 3.164
C -1.816 -0.740 -0.164
C -5.577 5.667 2.013
C 6.478 -6.060 -4.170
C 6.362 0.918 1.679
C 4.815 2.606 0.745
C -1.842 -4.608 -2.357
C -4.230 -5.222 -2.160
C -2.924 -5.188 -8.868
C -2.979 3.646 4.579
C 2.671 5.892 4.414
C 3.181 -6.249 1.312
C 5.559 -6.558 -1.928
H -3.340 2.711 3.973
H -4.572 8.731 2.927
H 3.472 -5.431 -3.248
H 2.399 -6.107 3.730
H 7.436 -6.143 -3.648
H 5.186 2.226 -0.221
H 1.069 -2.047 0.038
H 6.439 -6.808 -4.968
H 6.623 -6.588 -1.640
H -0.300 0.925 -1.679
H -0.079 3.213 2.252
H 0.664 -6.102 3.294
H -5.646 7.109 -0.124
H -4.622 -2.900 -3.127
H -2.256 -1.728 0.049
H -1.434 2.000 2.823
H 1.032 4.660 0.061
H -3.266 -5.230 -5.680
H -3.131 -2.220 -2.410
H -2.613 3.679 -0.129
H 5.212 3.435 3.298
H 3.303 -6.183 0.227
H 0.589 5.564 6.383
H -0.185 7.209 3.720
H 6.389 -5.059 -4.600
H -1.234 4.445 5.795
H -3.251 3.422 5.717
H -3.960 3.096 1.055
H 2.622 6.089 0.512
H -5.893 5.247 1.044
H 6.567 0.718 0.623
H 1.533 -4.562 3.485
H -3.093 -2.898 -4.054
H -4.308 8.129 0.463
H 4.028 -5.987 -4.854
H 3.522 -7.171 -3.613
H -3.485 4.658 4.267
H -1.893 -5.469 -9.102
H -1.627 -4.614 -5.992
H 3.907 2.226 3.274
H -3.749 -2.773 -8.433
H -3.916 7.182 3.533
H 4.026 -5.753 1.799
H -3.819 -6.155 -1.765
H -3.540 -6.088 -8.788
H -6.001 8.578 0.820
H -4.826 -5.440 -3.051
H -0.434 -2.906 -0.383
H 0.197 1.070 0.023
H 1.247 0.207 -1.140
H 3.152 -7.301 1.607
H -4.864 -4.758 -1.398
H -0.874 2.622 5.097
H -1.681 -5.614 -1.938
H -2.356 2.013 0.825
H 0.569 -2.193 -1.672
H 5.978 0.008 2.148
H 5.517 1.785 3.918
H -3.314 -4.555 -9.669
H 7.289 1.224 2.173
H 1.436 -5.076 -0.199
H -2.127 -6.192 -6.668
H -5.601 7.629 3.888
```

Entry from the Open Molecules 2025 dataset: one molecule with the formula C5H7N (the ωB97M-V functional and the def2-TZVPD basis).

SMILES ... C=C1CN=C1C
Orbital gap ... 10.683 eV
2S+1 ... 1
Maximum force ... 3.59 eV/Å
Net charge ... 0
Calculated total energy ... -6785.5553 eV
ΔE to the lowest compared entry with this formula, charge and spin ... 68.2 kcal per mole

Geometry as XYZ:
```
13
C5H7N, DFT the ωB97M-V functional and the def2-TZVPD basis
N 0.696 1.575 -0.063
C -0.706 0.041 -0.107
C -0.809 1.502 -0.006
C 1.889 -0.760 0.036
C -1.618 -0.893 0.012
C 0.828 0.277 -0.185
H -2.579 -0.652 0.245
H 2.724 -0.281 0.482
H 1.556 -1.654 0.494
H -1.076 1.986 0.901
H -1.445 2.112 -0.810
H -1.619 -1.977 -0.116
H 2.160 -1.277 -0.883
```

Entry from the Open Molecules 2025 dataset: one molecule with the formula C4H8N2O2 (the ωB97M-V functional and the def2-TZVPD basis).

SMILES ... CC[C@@H](O)[C@H]1N=[N+]1[O-]
Orbital gap ... 11.029 eV
2S+1 ... 1
Maximum force ... 5.11 eV/Å
Net charge ... 0
Calculated total energy ... -11347.3180 eV
ΔE to the lowest compared entry with this formula, charge and spin ... 156.7 kcal per mole

Geometry as XYZ:
```
16
C4H8N2O2, DFT the ωB97M-V functional and the def2-TZVPD basis
O -2.572 2.182 -1.615
O -1.282 -0.387 1.261
N -1.514 1.982 -1.158
N -0.285 2.234 -1.236
C 0.994 -0.222 0.197
C 1.296 -1.738 0.041
C -0.520 -0.011 0.130
C -0.785 1.493 -0.089
H 1.484 0.087 1.089
H -0.648 -0.973 1.725
H 1.438 -2.266 0.978
H 2.241 -1.860 -0.405
H 0.470 -2.122 -0.694
H -0.882 2.071 1.086
H 1.396 0.256 -0.587
H -0.833 -0.728 -0.726
```

Entry from the Open Molecules 2025 dataset: one molecule with the formula C20H21NO5S (the ωB97M-V functional and the def2-TZVPD basis).

SMILES ... CC(=O)c1cccc(S(=O)(=O)N2CCC(C(=O)O)(c3ccccc3)CC2)c1
Orbital gap ... 9.245 eV
2S+1 ... 1
Maximum force ... 1.15 eV/Å
Net charge ... 0
Calculated total energy ... -43644.3541 eV
ΔE to the lowest compared entry with this formula, charge and spin ... 1.3 kcal per mole

Geometry as XYZ:
```
48
C20H21NO5S, DFT the ωB97M-V functional and the def2-TZVPD basis
S 2.340 -2.397 -0.022
O 3.045 -2.499 1.220
O 2.636 3.919 0.582
O -3.005 -2.194 1.596
O -3.442 -2.287 -0.582
O 2.719 -3.231 -1.123
N 0.745 -2.713 0.298
C 2.481 1.944 -1.366
C -3.443 2.888 -0.498
C 2.597 0.304 0.386
C -3.647 2.160 0.661
C -2.231 0.393 -0.175
C -2.039 1.127 -1.337
C 2.445 -0.683 -0.566
C -0.850 -1.527 -1.160
C -3.045 0.926 0.821
C 0.158 -2.152 1.488
C -0.569 -0.830 1.227
C 2.360 0.944 -2.313
C -0.159 -2.849 -0.814
C -2.638 2.366 -1.494
C 2.614 1.641 -0.009
C -2.721 -1.885 0.470
C 2.764 2.774 0.950
C -1.575 -0.964 0.069
C 2.342 -0.384 -1.912
C 3.079 2.418 2.378
H 3.249 3.329 2.946
H -1.560 -1.690 -1.971
H -3.910 3.853 -0.625
H 3.963 1.787 2.424
H 2.710 0.001 1.414
H -4.277 2.553 1.445
H -0.553 -2.879 1.895
H -1.093 -0.537 2.137
H 0.144 -0.045 0.967
H -0.906 -3.609 -0.557
H 0.432 -3.215 -1.655
H -2.472 2.924 -2.403
H -4.195 -2.824 -0.287
H 2.488 2.985 -1.655
H 2.280 1.194 -3.359
H -3.217 0.367 1.729
H -1.422 0.748 -2.136
H 0.968 -2.021 2.206
H -0.094 -0.811 -1.484
H 2.264 -1.194 -2.620
H 2.243 1.876 2.817
```

Entry from the Open Molecules 2025 dataset: one molecule with the formula CH2N2O3 (the ωB97M-V functional and the def2-TZVPD basis).

Orbital gap (alpha / beta) ... 8.537 / 8.539 eV
2S+1 ... 1
Maximum force ... 4.91 eV/Å
Net charge ... 0
Calculated total energy ... -10183.8966 eV
ΔE to the lowest compared entry with this formula, charge and spin ... 143.0 kcal per mole

Geometry as XYZ:
```
8
CH2N2O3, DFT the ωB97M-V functional and the def2-TZVPD basis
O 0.571 0.158 -1.176
O 1.527 1.607 -3.877
O 2.406 -0.033 -2.818
N 0.942 1.285 -1.767
N 1.675 0.950 -2.902
C 0.086 -0.123 -0.084
H -0.357 0.558 0.762
H 0.047 -1.114 0.076
```

Entry from the Open Molecules 2025 dataset: C23H20AsCuN3O5 as an isolated structure (the ωB97M-V functional and the def2-TZVPD basis).

Orbital gap (alpha / beta) ... 5.678 / 5.633 eV
⟨S²⟩ ... 0.75
2S+1 ... 2
Maximum force ... 0.53 eV/Å
Net charge ... 0
Calculated total energy ... -144361.2332 eV
ΔE to the lowest compared entry with this formula, charge and spin ... 0.0 kcal per mole

Geometry as XYZ:
```
53
C23H20AsCuN3O5, DFT the ωB97M-V functional and the def2-TZVPD basis
As 1.253 -2.126 -0.544
Cu -0.630 1.429 0.388
O 2.099 5.404 0.217
O 1.179 0.848 -0.394
O 4.149 1.204 -0.751
O 4.691 4.094 -0.396
O 0.120 3.169 0.650
N -2.068 2.119 -0.986
N -1.879 -0.110 0.318
N -0.132 0.287 2.218
C -1.663 -1.162 1.102
C -3.919 2.679 -2.929
C 3.626 3.552 -0.286
C -3.852 1.407 -2.378
C -2.913 1.162 -1.393
C -3.302 -2.384 -0.117
C -2.388 -2.330 0.921
C 2.898 -1.900 0.486
C -3.056 3.664 -2.485
C -2.772 -0.134 -0.671
C 0.822 0.566 3.097
C 0.801 -1.665 3.921
C -3.503 -1.278 -0.932
C 1.902 1.913 -0.242
C 1.356 3.110 0.215
C -2.128 3.339 -1.507
C 1.997 -1.854 -2.329
C 1.310 -4.103 -0.584
C 3.339 2.064 -0.479
C -0.626 -0.954 2.151
C -0.188 -1.959 2.996
C 1.321 -0.384 3.974
C 2.301 4.216 0.087
H 2.822 -2.433 1.435
H -4.523 0.630 -2.714
H 1.057 -4.499 0.402
H -0.590 -2.960 2.926
H -4.647 2.893 -3.700
H 3.749 -2.287 -0.075
H -2.240 -3.183 1.565
H 1.195 1.584 3.087
H 2.114 -0.785 -2.498
H 2.971 -2.338 -2.412
H -1.403 4.048 -1.123
H 3.064 -0.841 0.672
H 1.165 -2.434 4.589
H -3.867 -3.290 -0.289
H 1.326 -2.266 -3.083
H 0.575 -4.477 -1.299
H 2.102 -0.120 4.674
H -4.213 -1.315 -1.745
H -3.093 4.667 -2.884
H 2.295 -4.479 -0.866
```

Entry from the Open Molecules 2025 dataset: a 2-piece molecular cluster, C3H3N3O overall (the ωB97M-V functional and the def2-TZVPD basis).

Orbital gap ... 9.432 eV
2S+1 ... 1
Maximum force ... 7.10 eV/Å
Net charge ... 0
Calculated total energy ... -9671.3498 eV
ΔE to the lowest compared entry with this formula, charge and spin ... 140.8 kcal per mole

Geometry as XYZ:
```
10
C3H3N3O, DFT the ωB97M-V functional and the def2-TZVPD basis
O -0.556 0.026 -1.794
N -0.837 -1.454 0.787
N 0.142 -0.551 0.419
N 1.961 1.998 -0.850
C 0.041 0.168 -0.674
C 1.108 1.251 -0.532
C -1.330 -1.147 2.050
H -0.103 0.533 1.470
H -1.108 -0.493 2.869
H -2.124 -1.837 2.448
```

Entry from the Open Molecules 2025 dataset: a 2-piece molecular cluster, C23H18N2O2 overall (the ωB97M-V functional and the def2-TZVPD basis).

Orbital gap ... 3.793 eV
2S+1 ... 1
Maximum force ... 2.46 eV/Å
Net charge ... 0
Calculated total energy ... -31213.8364 eV
ΔE to the lowest compared entry with this formula, charge and spin ... 0.0 kcal per mole

Geometry as XYZ:
```
45
C23H18N2O2, DFT the ωB97M-V functional and the def2-TZVPD basis
O 0.438 -0.702 6.526
O 4.004 -0.399 -3.155
N 5.430 4.441 1.013
N 3.240 4.186 4.948
C 2.411 1.826 -0.733
C 3.091 -0.211 0.409
C 0.536 1.171 5.070
C 2.390 1.029 0.451
C 0.659 -0.230 5.273
C 4.504 3.120 2.998
C 1.714 1.556 1.577
C 3.823 3.732 4.031
C 0.854 1.713 3.854
C 2.976 1.372 -1.905
C 1.317 0.904 2.763
C 3.528 0.084 -1.936
C 2.830 -2.486 -3.554
C 3.141 -1.179 -3.939
C 1.304 -0.508 2.955
C 1.026 -1.060 4.186
C 1.380 -2.657 -5.497
C 4.984 3.871 1.940
C 3.622 -0.691 -0.778
C 2.613 -0.607 -5.102
C 0.658 -2.109 6.774
C 1.715 -1.349 -5.868
C 1.944 -3.221 -4.346
H 4.718 2.051 3.047
H 0.219 1.779 5.913
H 1.956 2.815 -0.708
H 0.393 -2.223 7.823
H 3.229 -0.789 1.321
H 1.446 2.610 1.512
H 1.099 -2.140 4.331
H 4.122 -1.660 -0.826
H 2.996 1.971 -2.812
H 3.294 -2.899 -2.653
H 1.285 -0.897 -6.765
H 1.701 -4.246 -4.052
H 0.011 -2.737 6.144
H 0.684 -3.237 -6.107
H 1.711 -2.383 6.610
H 0.790 2.792 3.714
H 2.909 0.412 -5.365
H 1.507 -1.172 2.117
```

Entry from the Open Molecules 2025 dataset: a 4-piece molecular cluster, C32H49F9I2N3O7P overall (the ωB97M-V functional and the def2-TZVPD basis).

SMILES ... CCOP(=O)(CC[C@@H](OCCO[C@H](CCCCCOC(C)=O)CCC(F)(F)C(F)(F)C(F)(F)C(F)(F)F)/C(I)=C(/C)I)OCC.CC#N.CC#N.CC#N
Orbital gap ... 8.596 eV
2S+1 ... 1
Maximum force ... 5.24 eV/Å
Net charge ... 0
Calculated total energy ... -102723.7448 eV

Geometry as XYZ:
```
103
C32H49F9I2N3O7P, DFT the ωB97M-V functional and the def2-TZVPD basis
I 1.874 -4.574 -4.025
I 4.265 -2.335 0.068
P -1.647 -4.406 0.134
F -7.155 -0.926 1.778
F -8.878 -2.231 0.560
F -5.603 -0.328 -2.438
F -5.856 -2.694 1.232
F -4.908 -2.376 -1.596
F -6.161 0.711 -0.128
F -8.101 -1.080 -1.215
F -7.542 -3.296 -0.880
F -4.497 -0.369 0.992
O 2.965 2.129 -0.182
O -2.152 -5.869 0.153
O 1.383 0.746 0.904
O 1.073 -1.238 -1.428
O -0.935 0.576 -1.867
O -1.952 -3.765 -1.406
O -2.631 -3.554 1.228
N 3.054 6.830 0.581
N 4.648 7.584 3.848
N 5.423 -1.473 3.097
C -7.752 -2.045 -0.279
C 2.423 8.987 4.289
C 1.246 -2.651 -1.174
C -5.529 -0.550 0.034
C 4.806 -1.123 5.667
C 4.776 -4.155 -2.740
C -4.922 -0.977 -1.384
C -3.388 -0.490 -1.487
C -1.028 2.963 0.037
C 3.246 -3.801 -2.486
C 2.771 -3.037 -1.388
C -1.901 1.631 -2.121
C 0.117 3.972 0.492
C -2.226 -3.803 2.610
C 0.731 -2.879 0.341
C 0.192 -4.376 0.577
C 5.609 6.408 -0.054
C -1.784 -4.821 -2.408
C 0.859 -0.971 -2.824
C 2.452 1.375 0.885
C -1.258 -2.585 3.061
C 3.671 8.202 4.043
C 4.177 6.646 0.301
C 5.152 -1.319 4.226
C -1.445 3.054 -1.502
C -6.552 -1.596 0.676
C -3.274 1.126 -1.420
C 1.353 4.087 -0.506
C 3.371 1.268 2.199
C -1.840 -4.075 -3.843
C 1.925 2.684 -1.020
C -0.340 0.095 -3.089
H -2.062 1.706 -3.253
H -1.182 -3.149 -3.772
H 5.837 5.344 0.018
H -0.806 1.880 0.312
H 0.798 -5.090 -0.078
H 4.802 -5.152 -3.300
H 1.716 8.822 3.475
H 3.906 0.258 2.097
H -1.580 -2.163 4.069
H 5.391 -4.287 -1.799
H -1.967 3.244 0.642
H -2.928 -3.763 -4.013
H 2.660 10.051 4.346
H 1.087 1.939 -1.276
H -1.514 -4.786 -4.670
H 2.697 1.173 3.105
H 5.799 6.745 -1.074
H 0.962 4.623 -1.447
H 3.732 -1.247 5.810
H 0.682 -1.886 -3.470
H 5.333 -1.857 6.278
H 4.137 2.100 2.260
H 2.191 4.781 -0.108
H -2.721 -1.009 -0.733
H 0.337 -4.667 1.674
H 2.423 2.907 -2.033
H -0.183 -2.188 0.436
H -0.354 5.017 0.584
H -0.666 3.504 -2.192
H 0.512 -3.215 -1.831
H 5.276 -3.366 -3.389
H -0.188 -2.968 3.171
H -3.171 -3.793 3.236
H 5.095 -0.121 5.984
H -0.796 -5.363 -2.240
H 1.475 -2.537 1.122
H -2.632 -5.577 -2.385
H -3.051 -0.771 -2.548
H -1.164 -0.465 -3.659
H -1.667 -4.796 2.649
H 6.256 6.958 0.630
H -3.262 1.444 -0.330
H 0.061 0.978 -3.682
H -1.339 -1.794 2.249
H 1.967 8.673 5.228
H -4.130 1.631 -1.965
H 0.511 3.664 1.513
H -2.394 3.703 -1.556
H 1.809 -0.445 -3.207
```

Entry from the Open Molecules 2025 dataset: one molecule with the formula C19H18N2OS (the ωB97M-V functional and the def2-TZVPD basis).

SMILES ... C=CCn1nc(Cc2ccc(SC)cc2)c2ccccc2c1=O
Orbital gap ... 8.594 eV
2S+1 ... 1
Maximum force ... 5.83 eV/Å
Net charge ... 0
Calculated total energy ... -35854.6466 eV
ΔE to the lowest compared entry with this formula, charge and spin ... 103.6 kcal per mole

Geometry as XYZ:
```
41
C19H18N2OS, DFT the ωB97M-V functional and the def2-TZVPD basis
S -1.311 -3.005 4.975
O -1.060 2.311 -3.435
N -0.197 -0.565 -1.641
N -0.742 0.222 -2.550
C -0.949 -2.751 2.177
C 1.171 2.128 0.636
C -2.338 -1.471 4.947
C 0.538 3.694 -1.614
C 0.887 4.310 -0.425
C 0.808 -0.734 -4.610
C 1.194 3.551 0.735
C -0.566 -0.921 -4.709
C 0.393 2.263 -1.586
C -1.604 -0.397 -3.602
C 0.595 -0.101 -0.647
C 1.372 -1.236 2.531
C 0.752 1.450 -0.539
C -0.264 -2.210 1.074
C 1.574 -0.901 0.165
C 0.866 -1.492 1.278
C 0.761 -1.780 3.664
C -0.585 1.629 -2.528
C -0.437 -2.451 3.483
H -0.596 -2.572 0.132
H 1.322 -0.255 -3.879
H 2.273 -0.646 2.687
H 0.302 4.308 -2.517
H -1.893 -3.206 1.953
H 2.014 -1.709 -0.439
H -2.308 0.289 -4.012
H -2.705 -1.339 3.859
H -2.111 -1.215 -3.154
H 1.436 4.036 1.631
H 2.436 -0.194 0.541
H -3.176 -1.364 5.628
H 1.471 -1.198 -5.396
H -1.642 -0.676 5.136
H 1.160 1.694 1.612
H 1.257 -1.615 4.649
H 0.899 5.410 -0.557
H -0.996 -1.292 -5.652
```